Record 1
DFT (the ωB97M-V functional and the def2-TZVPD basis) results for a cluster of 8 separate species, C49H52IN2 in total at a distorted geometry.

XYZ file:
```
104
C49H52IN2 | the Open Molecules 2025 dataset | the ωB97M-V functional and the def2-TZVPD basis
I 5.7713 2.5072 1.3474
C 3.9636 2.5011 0.1249
C 3.2970 3.9226 0.0761
C 2.3641 4.1761 1.3561
C 1.1492 3.2325 1.1640
C 0.0122 3.5799 0.2845
C -0.9794 2.5375 0.2159
C -0.8473 1.2790 0.9506
N 0.1966 1.0872 1.7312
N 1.0855 2.0339 1.7714
H 3.3004 1.7386 0.5950
H 4.1785 2.1229 -0.9042
H 2.5810 3.8815 -0.7915
H 4.0155 4.7500 -0.0973
H 2.9832 3.8796 2.2417
H 2.0607 5.2455 1.3826
H -0.0279 4.5433 -0.2547
H -1.8784 2.6674 -0.4260
H -1.6189 0.4921 0.8697
H 1.8901 1.8334 2.3805
C -1.4924 7.3519 2.1701
C -2.3847 8.3922 2.3930
C -3.7524 8.1491 2.3820
C -4.2282 6.8631 2.1574
C -3.3362 5.8218 1.9381
C -1.9687 6.0668 1.9402
H -0.4251 7.5428 2.1757
H -2.0141 9.3938 2.5749
H -4.4482 8.9620 2.5495
H -5.2946 6.6731 2.1538
H -3.7078 4.8179 1.7647
H -1.2731 5.2551 1.7644
C -2.6809 0.4602 -2.3296
C -2.9290 1.4290 -3.2951
C -4.1574 1.4659 -3.9412
C -5.1416 0.5401 -3.6149
C -4.8948 -0.4257 -2.6470
C -3.6633 -0.4688 -2.0069
H -1.7189 0.4285 -1.8270
H -2.1633 2.1554 -3.5451
H -4.3486 2.2167 -4.6985
H -6.1017 0.5720 -4.1158
H -5.6629 -1.1460 -2.3921
H -3.4691 -1.2254 -1.2562
C -5.5532 4.4531 -6.4475
C -4.4541 3.9362 -7.1240
C -3.6968 4.7574 -7.9500
C -4.0326 6.0979 -8.0924
C -5.1287 6.6153 -7.4136
C -5.8916 5.7926 -6.5946
H -6.1465 3.8118 -5.8055
H -4.1879 2.8915 -7.0081
H -2.8443 4.3528 -8.4825
H -3.4394 6.7395 -8.7330
H -5.3893 7.6613 -7.5239
H -6.7497 6.1953 -6.0699
C 1.0266 -2.0090 1.7009
C 0.4350 -2.3190 0.4817
C 0.3372 -3.6429 0.0719
C 0.8229 -4.6581 0.8865
C 1.4111 -4.3487 2.1070
C 1.5172 -3.0246 2.5127
H 1.1054 -0.9769 2.0173
H 0.0496 -1.5261 -0.1524
H -0.1175 -3.8840 -0.8814
H 0.7428 -5.6911 0.5696
H 1.7884 -5.1412 2.7423
H 1.9811 -2.7840 3.4619
C -2.5546 -3.4561 -3.9076
C -2.3057 -3.5927 -2.5477
C -2.5887 -4.7915 -1.9046
C -3.1122 -5.8583 -2.6249
C -3.3575 -5.7231 -3.9854
C -3.0828 -4.5210 -4.6262
H -2.3368 -2.5193 -4.4076
H -1.8910 -2.7624 -1.9875
H -2.4007 -4.8952 -0.8419
H -3.3287 -6.7949 -2.1252
H -3.7641 -6.5556 -4.5473
H -3.2795 -4.4146 -5.6862
C 2.1505 -9.4331 6.1249
C 3.4638 -9.6178 5.7108
C 3.9665 -8.8836 4.6442
C 3.1583 -7.9571 3.9973
C 1.8462 -7.7699 4.4139
C 1.3406 -8.5105 5.4747
H 1.7578 -10.0084 6.9547
H 4.0960 -10.3357 6.2197
H 4.9887 -9.0327 4.3173
H 3.5521 -7.3807 3.1677
H 1.2158 -7.0460 3.9102
H 0.3156 -8.3681 5.7958
C 8.0893 0.2903 4.2417
C 7.5138 -0.0408 3.0210
C 7.4721 -1.3665 2.6083
C 7.9977 -2.3631 3.4210
C 8.5699 -2.0326 4.6432
C 8.6197 -0.7058 5.0520
H 8.1248 1.3254 4.5622
H 7.0960 0.7370 2.3876
H 7.0290 -1.6236 1.6529
H 7.9613 -3.3978 3.1015
H 8.9785 -2.8102 5.2775
H 9.0709 -0.4480 6.0026
```

Computed properties:
Net charge: +1
E_HOMO, Eh: -0.3906
Frontier orbital gap, eV: 5.906

Record 2
DFT (the ωB97M-V functional and the def2-TZVPD basis) results for a structure of composition C27H53Cl4Cu2N2O5 at a distorted geometry.

XYZ file:
```
93
C27H53Cl4Cu2N2O5 | the Open Molecules 2025 dataset | the ωB97M-V functional and the def2-TZVPD basis
Cu -13.3490 -25.9191 30.1984
Cu -13.0217 -27.9420 31.6376
C -12.7660 -32.4430 31.9114
C -12.4958 -31.0441 31.2130
C -12.5004 -31.3058 29.6330
C -13.8634 -31.2422 28.9556
C -14.6685 -29.9934 29.4751
C -14.7944 -29.8244 31.0216
N -13.4203 -29.9412 31.6122
O -13.1934 -29.4230 32.9644
C -15.7388 -30.9777 31.4741
C -15.3756 -28.4197 31.2042
C -11.0028 -30.6485 31.5240
H -11.7916 -32.9238 31.8247
H -13.5129 -33.1192 31.4953
H -12.9693 -32.2758 32.9691
H -11.9829 -32.2603 29.5372
H -12.0267 -30.4445 29.1620
H -14.3429 -32.1728 29.2592
H -13.8142 -31.1979 27.8676
H -15.6010 -30.1591 28.9356
H -14.2527 -29.0777 29.0547
H -15.5500 -31.9369 30.9922
H -16.7509 -30.5751 31.4345
H -15.4556 -31.1882 32.5054
H -15.4663 -28.1559 32.2579
H -16.3792 -28.3746 30.7814
H -14.7936 -27.6423 30.7091
H -10.3113 -31.3610 31.0742
H -10.8480 -30.6836 32.6024
H -10.8651 -29.6790 31.0451
C -15.5828 -23.2030 28.9556
C -14.0532 -22.7077 28.8702
C -14.0382 -21.5098 29.7969
C -12.6327 -21.2188 30.1426
C -11.8526 -22.3372 30.6572
C -11.8328 -23.6051 29.7281
N -13.2127 -23.8369 29.2639
O -13.3848 -25.0665 28.4951
C -11.4584 -24.7825 30.5698
C -10.7181 -23.3186 28.7069
C -13.6691 -22.2057 27.4582
H -16.2628 -22.3963 28.6816
H -15.8114 -23.5599 29.9598
H -15.8182 -24.0743 28.3444
H -14.5929 -21.7170 30.7120
H -14.4342 -20.6102 29.3256
H -12.5598 -20.4827 30.9432
H -12.1734 -20.6374 29.3431
H -11.8300 -22.5746 31.7208
H -10.8110 -22.0334 30.7616
H -12.1820 -25.1973 31.2715
H -10.7053 -24.3932 31.2549
H -10.9951 -25.6592 30.1171
H -9.9055 -24.0123 28.9229
H -10.4257 -22.2695 28.7509
H -11.0250 -23.6221 27.7060
H -14.2212 -21.3213 27.1403
H -13.4830 -22.9469 26.6810
H -12.6624 -21.8080 27.5864
C -11.0865 -27.5987 29.7602
O -12.2559 -27.1995 30.4044
H -10.5350 -26.6865 29.5325
H -10.4610 -28.1529 30.4600
H -11.2644 -28.2560 28.9091
O -7.0533 -22.7644 30.9409
C -7.6266 -23.8358 30.7951
O -6.9581 -24.9798 30.9994
C -7.7654 -26.0473 30.7756
C -9.0651 -25.5421 30.3104
C -9.0501 -24.0830 30.5156
H -7.9326 -26.6062 31.6964
H -7.3328 -26.7428 30.0564
H -10.0382 -25.9795 30.5340
H -9.0680 -25.8615 29.2683
H -9.5429 -23.7438 31.4267
H -9.3550 -23.5735 29.6015
Cl -7.3578 -29.0709 29.5497
C -8.5926 -30.1154 30.2799
C -8.4146 -30.3364 31.8317
Cl -8.1712 -28.7538 32.7446
H -8.5570 -31.1096 29.8346
H -9.5790 -29.6530 30.2443
H -7.4340 -30.7852 31.9904
H -9.1758 -30.8603 32.4099
Cl -13.4591 -26.3685 25.9250
C -12.5437 -27.1404 27.2862
C -12.0878 -28.5491 26.9641
Cl -11.0999 -28.5690 25.5136
H -12.9607 -27.2265 28.2896
H -11.6452 -26.5656 27.5107
H -13.0406 -29.0688 26.8628
H -11.4961 -29.0121 27.7538
```

Computed properties:
Net charge: -1
Energy relative to the best compared isomer or geometry (same formula, charge and spin), kJ/mol: 836.3
E_HOMO, Eh: -0.1307
Frontier orbital gap, eV: 5.863

Record 3
DFT (the ωB97M-V functional and the def2-TZVPD basis) results for the molecule C6H10N2O2 at a distorted geometry.

XYZ file:
```
20
C6H10N2O2 | the Open Molecules 2025 dataset | the ωB97M-V functional and the def2-TZVPD basis
N 2.4960 0.3716 0.8672
C 1.9255 0.1258 -0.3227
O 2.6394 -0.2230 -1.2701
C 0.4355 -0.0142 -0.3622
N -0.1278 -0.8734 -1.4051
C -0.2018 -1.3180 -0.0224
C -1.5323 -1.0494 0.6500
C -1.8688 0.3941 0.2489
C -0.5138 1.1036 0.0487
O -0.5531 2.1826 -0.8564
H 2.2728 1.2386 1.3366
H 3.3502 -0.1919 1.0587
H 0.6409 -1.3507 -1.8740
H 0.4183 -2.1627 0.2821
H -1.3989 -1.1390 1.7377
H -2.3081 -1.7659 0.3471
H -2.4934 0.9108 0.9878
H -2.4074 0.4064 -0.7087
H -0.1811 1.5281 1.0078
H -0.5922 1.8266 -1.7509
```

Computed properties:
Energy relative to the best compared isomer or geometry (same formula, charge and spin), kJ/mol: 129.5
E_HOMO, Eh: -0.3430
Frontier orbital gap, eV: 10.074

Record 4
DFT (the ωB97M-V functional and the def2-TZVPD basis) results for a structure of composition C2HAgO3 at a distorted geometry.

XYZ file:
```
7
C2HAgO3 | the Open Molecules 2025 dataset | the ωB97M-V functional and the def2-TZVPD basis
O -0.6050 0.1133 0.2268
O 1.3451 -0.2539 -0.2878
O -0.1246 -1.9831 -0.6140
C 0.9182 0.9668 0.3597
C 0.1483 -0.8616 -0.3058
H 0.6361 1.6518 -0.4659
Ag -2.3182 0.3668 1.0870
```

Computed properties:
Net charge: +1
Energy relative to the best compared isomer or geometry (same formula, charge and spin), kJ/mol: 322.4
E_HOMO (alpha / beta), Eh: -0.5978 / -0.6107
Frontier orbital gap (alpha / beta), eV: 10.190 / 8.777
Spin multiplicity: 2

Number 1: DFT total energy -2305.24451 hartree. Number 2: DFT total energy -6667.46514 hartree. Number 3: DFT total energy -494.59440 hartree. Number 4: DFT total energy -449.03834 hartree.